{
  "formula": "CH2LaLiO",
  "method": "the ωB97M-V functional and the def2-TZVPD basis",
  "total_energy_ha": -152.8963,
  "total_charge": 2,
  "homo_energy_ev": -15.80,
  "homo_lumo_gap_ev": 5.8,
  "de_lowest_ev": 1.792,
  "elements": ["La", "H", "C", "O", "H", "Li"],
  "xyz": [[0.98069, 1.21766, -1.69893], [-1.39495, -0.00150, 0.90512], [-0.45824, -0.55804, 1.16764], [0.51672, -0.19710, 0.42880], [-1.08099, 1.22343, -2.68728], [1.43677, -1.68445, 1.88466]],
  "lowdin_charge": [1.983, 0.026, -0.128, -0.539, -0.171, 0.829]
}